(1)
# C2H7O3Pt

A structure of composition C2H7O3Pt at a distorted geometry (the ωB97M-V functional and the def2-TZVPD basis, the OMol25 dataset).

Geometry as XYZ:
```
13
C2H7O3Pt (the ωB97M-V functional and the def2-TZVPD basis)
O -0.414 0.371 -1.329
H -0.920 1.668 0.587
C 0.384 -1.066 1.061
O -0.432 -1.533 0.013
C -0.129 -0.969 -1.245
H 0.185 0.001 1.255
H 0.131 -1.639 1.960
H 1.454 -1.215 0.833
H -0.720 -1.569 -1.958
H 0.952 -1.136 -1.433
Pt 0.549 1.625 -2.126
O -0.793 2.715 0.796
H -0.246 2.746 1.585
```

Computed properties:
HOMO energy (spin up / spin down)	-7.4 / -10.3	eV
gap between HOMO and LUMO (spin up / spin down)	0.2878 / 0.2999	Ha
<S²>	3.756
energy	-11570.59638	eV
LUMO level (spin up / spin down)	0.4407 / -2.1374	eV
2S+1	4

Löwdin charges in e: -0.5164, 0.0735, -0.1035, -0.1621, -0.3880, 0.0645, 0.0963, 0.0973, 0.1395, 0.1182, 0.7123, -0.1492, 0.0177


(2)
# C2H7O4

A cluster of 3 separate species, C2H7O4 in total at a distorted geometry (the ωB97M-V functional and the def2-TZVPD basis, the OMol25 dataset).

Geometry as XYZ:
```
13
C2H7O4 (the ωB97M-V functional and the def2-TZVPD basis)
O 0.805 -2.608 -0.223
C 0.510 -1.456 0.143
O 1.274 -0.483 0.361
C -1.026 -1.229 0.412
H -1.219 -1.658 1.400
H -1.317 -0.183 0.332
H -1.514 -1.857 -0.341
H -1.395 1.575 -0.803
H -1.199 2.951 -1.264
O -1.924 2.364 -1.003
H 0.947 1.759 1.100
H 1.152 1.628 -0.333
O 0.938 2.324 0.314
```

Computed properties:
HOMO energy	-4.4	eV
gap between HOMO and LUMO	0.3068	Ha
energy	-10379.50842	eV
LUMO level	3.9181	eV
2S+1	1
total charge	-1

Löwdin charges in e: -0.0913, -0.7811, -0.1091, -0.0393, 0.0577, 0.0305, 0.0543, 0.0029, 0.0248, -0.0845, 0.0231, 0.0177, -0.1057